The following is a quantum chemistry calculation of C29H30AuN3O9PTe as an isolated structure, from the Open Molecules 2025 dataset.

Geometry as XYZ:
```
74
Properties=species:S:1:pos:R:3:forces:R:3
Au 0.476615 0.070551 0.246095 -0.12 0.06 -0.04
O 4.096915 -1.372767 1.611570 -0.08 0.01 -0.10
C 2.977930 -1.181899 1.155123 0.08 0.05 -0.03
O 2.513981 -0.065391 0.728123 0.02 -0.01 0.09
C 2.050824 -2.396752 1.072444 -0.15 0.08 0.04
C 2.610943 -3.691199 1.111608 0.07 -0.10 0.02
C 1.788579 -4.768836 0.992481 0.02 0.05 0.00
C 0.391415 -4.575211 0.892209 -0.03 0.10 -0.01
C -0.525159 -5.645719 0.785874 0.00 -0.01 0.00
C -1.869684 -5.403927 0.757272 0.06 -0.03 -0.01
C -2.352517 -4.079973 0.831687 -0.04 0.00 -0.02
C -1.492335 -3.020765 0.907336 0.00 0.09 -0.02
C -0.096529 -3.247849 0.922163 -0.01 -0.18 0.06
N 0.760852 -2.185821 0.978271 0.08 0.06 -0.12
H 3.682448 -3.773687 1.222838 -0.01 0.01 0.00
H 2.183233 -5.778782 0.990615 0.01 0.01 -0.03
H -0.133714 -6.655519 0.729118 -0.04 0.00 0.02
H -2.568717 -6.227573 0.680419 0.00 0.01 -0.01
H -3.420525 -3.899059 0.819308 0.02 0.02 -0.03
H -1.851571 -1.997803 0.922280 -0.01 -0.04 0.03
O 0.278875 2.470546 0.571336 0.00 -0.03 -0.03
N 0.333305 2.802368 -0.617523 0.11 -0.02 0.01
O 0.510056 1.887279 -1.428634 0.03 0.03 0.06
C -3.878713 6.037782 -2.271388 0.05 -0.09 0.04
C -4.309040 5.125778 -1.142600 -0.04 0.07 -0.06
O -3.415889 4.015446 -1.087261 -0.06 -0.14 -0.15
P -4.012073 2.570707 -0.648636 0.03 0.22 0.51
O -2.633724 1.803597 -0.502970 0.11 -0.10 -0.52
Te -5.324040 0.100719 -1.749059 0.16 -0.13 -0.13
O -4.424782 2.998236 0.871323 0.06 -0.06 -0.05
C -5.270430 2.192130 1.701840 0.03 -0.11 -0.02
C -4.542450 0.995679 2.285950 0.19 0.11 -0.13
H -4.524497 6.916895 -2.312082 0.02 0.00 -0.01
H -3.930499 5.512596 -3.226135 -0.01 0.03 0.01
H -2.848313 6.357592 -2.112535 -0.03 0.02 -0.03
H -5.339648 4.784235 -1.294584 0.01 -0.02 0.00
H -4.272643 5.650601 -0.186210 -0.01 -0.05 0.05
H -6.149581 1.873346 1.132674 0.02 -0.01 -0.02
H -5.600659 2.859041 2.498194 -0.05 0.05 -0.03
H -4.255626 0.294157 1.503112 -0.01 -0.05 -0.02
H -5.179111 0.482176 3.009393 -0.01 0.03 -0.01
H -3.625715 1.324547 2.780196 -0.07 -0.02 0.03
C -0.951827 -6.347497 -4.191304 0.02 0.06 0.09
C -0.256516 -5.171821 -3.553845 -0.02 0.01 -0.02
C 1.112262 -5.214799 -3.314372 0.01 -0.02 0.00
C 1.762669 -4.152785 -2.703588 0.03 -0.02 0.01
C 1.043778 -3.028174 -2.339677 0.02 0.02 0.02
C -0.326781 -2.966720 -2.573226 -0.08 -0.08 0.02
N -1.048933 -1.824061 -2.158051 -0.08 -0.08 -0.07
C -1.372375 -0.772760 -2.991999 -0.07 -0.09 -0.04
C -1.148070 -0.872671 -4.371047 0.05 -0.07 0.07
C -1.476386 0.163126 -5.226302 0.03 0.00 0.01
C -2.003976 1.335501 -4.717960 -0.03 0.03 0.00
C -2.233815 1.435044 -3.352572 0.13 -0.03 0.16
C -1.956829 0.400990 -2.467348 -0.45 0.03 0.14
C -2.400424 0.419658 -0.985741 0.18 -0.01 0.29
O -3.629086 -0.295265 -0.785229 0.09 0.17 -0.22
O -1.564954 -0.144161 -0.116941 -0.13 -0.01 -0.05
C -0.993567 -4.042205 -3.175507 0.04 0.05 0.03
C -2.480548 -3.985904 -3.400984 0.09 0.00 0.04
H -0.228972 -7.062491 -4.584432 -0.01 0.00 0.01
H -1.604238 -6.030085 -5.006500 0.00 -0.03 -0.01
H -1.577625 -6.864552 -3.457146 -0.01 -0.01 -0.06
H 1.675759 -6.094079 -3.610283 -0.03 0.02 0.00
H 2.829614 -4.197076 -2.522249 -0.01 0.00 0.01
H 1.531051 -2.180261 -1.870899 -0.01 0.00 -0.05
H -1.067659 -1.590627 -1.175149 0.01 -0.03 0.03
H -0.696431 -1.777905 -4.758503 -0.02 0.02 -0.01
H -1.303373 0.055485 -6.290961 0.03 -0.01 0.02
H -2.240258 2.167487 -5.369511 0.02 -0.01 0.03
H -2.601816 2.374936 -2.979638 -0.15 0.13 0.20
H -2.711809 -3.848637 -4.461430 -0.02 -0.02 0.01
H -2.916176 -3.154146 -2.851462 0.00 0.01 -0.01
H -2.956973 -4.911718 -3.071278 -0.02 0.01 -0.03
```
Positions in Å, forces in eV/Å.

Values from the calculation:
- M: 920.1 Da
- HOMO energy (spin up / spin down): -4.79 / -5.08 eV
- DFT total energy: -73732.682 eV
- Charge: -1
- LUMO level (spin up / spin down): 0.0733 / 0.0518 Eh
- Multiplicity: 3
- <S²>: 2.012

Results of the natural (NBO) charge analysis, in e, for atoms 1 through 2: Au 1.16; O -0.65